# 1
ORCA calculation (ωB97M-V/def2-TZVPD) on a 3-piece molecular cluster, C25H19I2O6PS overall.

Positions of all 54 atoms, in Å:
I -2.820 -1.733 0.760
I -2.418 1.188 2.082
S -0.397 3.223 -6.703
P -1.174 1.454 -6.329
O -2.234 0.295 -3.665
O 0.042 -5.578 4.916
O 4.157 5.934 -0.065
O 3.094 -0.549 -4.144
O 4.270 0.724 0.884
O -4.414 -2.769 5.477
C 5.109 3.846 -0.579
C 2.185 -0.709 -1.508
C -2.234 -0.217 -0.733
C -1.023 0.229 -3.602
C -0.979 -4.934 5.044
C 4.182 4.741 0.152
C 1.667 -0.859 -0.155
C 1.272 -0.347 -2.587
C 1.946 -0.205 -3.998
C -2.470 -3.624 6.487
C -3.394 -3.413 5.349
C 1.074 0.422 -5.101
C 3.288 4.122 1.158
C -1.349 -4.329 6.345
C -3.024 -4.017 4.048
C -0.712 -0.352 -1.022
C -0.187 -0.158 -2.375
C 4.244 1.919 0.667
C 5.138 2.536 -0.338
C 3.317 2.813 1.398
C -2.659 1.205 -0.111
C 0.224 -0.677 0.067
C -4.235 1.348 -0.341
C -1.903 -4.722 3.906
C -0.249 0.631 -4.908
H 2.617 4.791 1.682
H -1.617 -5.170 2.962
H -0.661 -4.493 7.165
H 5.809 1.867 -0.862
H -4.541 2.416 -0.484
H 5.755 4.314 -1.311
H -2.894 -0.458 -1.603
H -1.074 0.684 -7.527
H -3.712 -3.854 3.227
H -2.537 1.672 -5.999
H 3.260 -0.868 -1.735
H 1.559 0.706 -6.068
H 2.671 2.345 2.130
H -4.567 0.783 -1.260
H 2.341 -1.126 0.693
H -4.778 0.865 0.518
H -2.104 2.069 -0.561
H -2.755 -3.177 7.430
H -0.106 -0.803 1.126

Forces on atoms 1 to 3 (eV/Å):
-0.212 -0.934 -1.310
0.565 1.656 -0.469
0.001 -0.441 0.117

Computed properties:
**Multiplicity**: 1
**LUMO level**: -1.8447 eV

***

# 2
ORCA calculation (ωB97M-V/def2-TZVPD) on C25H19MoN2O2SSe as an isolated structure.

Positions of all 51 atoms, in Å:
Mo -0.003 1.081 -0.112
Se -2.001 2.408 -0.334
S 1.454 2.662 -0.531
O -1.442 8.265 1.752
O -0.576 9.164 -0.070
N 1.889 -0.600 1.585
N 1.520 -0.314 0.441
C 0.365 4.579 1.124
C 0.030 0.902 1.988
C 4.168 -0.571 -2.095
C 2.209 -0.595 -0.748
C -0.213 6.793 0.369
C -5.508 0.192 -0.602
C 3.595 -0.521 -0.837
C 0.794 4.266 -0.160
C -0.142 5.839 1.381
C 0.235 6.473 -0.909
C -0.816 8.121 0.742
C 1.176 -0.242 3.852
C 0.744 5.212 -1.177
C -5.156 -1.060 -0.116
C 3.372 -0.653 -3.237
C -4.568 1.211 -0.657
C 1.993 -0.712 -3.136
C 1.396 -0.693 -1.880
C -0.679 1.217 4.287
C 0.306 0.366 4.753
C -0.819 1.484 2.923
C -3.860 -1.296 0.322
C -2.922 -0.277 0.277
C -3.271 0.975 -0.218
C 1.019 0.029 2.508
H 5.244 -0.528 -2.196
H -0.495 6.106 2.367
H 1.382 -0.806 -4.023
H 4.186 -0.401 0.060
H 0.170 7.179 -1.728
H 1.957 -0.912 4.183
H 0.427 3.842 1.915
H 0.325 -0.886 -1.795
H 0.053 8.939 -0.767
H -3.584 -2.265 0.715
H -1.925 -0.471 0.680
H 1.085 4.964 -2.174
H -5.893 -1.850 -0.071
H 3.843 -0.679 -4.210
H -6.519 0.378 -0.939
H -4.846 2.183 -1.041
H -1.603 2.157 2.602
H 0.405 0.171 5.812
H -1.357 1.690 4.985

Forces on atoms 1 to 3 (eV/Å):
-0.654 -0.221 0.020
0.417 -0.125 0.066
0.412 0.197 0.043

Computed properties:
**Multiplicity**: 1
**Net charge**: +1
**LUMO level (spin up / spin down)**: -4.8895 / -5.2117 eV

***

# 3
ORCA calculation (ωB97M-V/def2-TZVPD) on C25H19N4O2Ru as an isolated structure.

Positions of all 51 atoms, in Å:
Ru 0.197 1.407 -0.260
O -3.684 2.485 -0.554
O 1.352 -1.412 2.428
N 0.078 -0.349 0.729
N 2.187 1.128 0.014
N -0.243 2.987 -1.426
N -1.676 1.433 0.031
C -1.619 3.213 -1.487
C 0.066 4.643 -3.124
C -1.536 -1.350 2.345
C -2.451 2.408 -0.654
C -2.144 0.559 0.949
C -1.333 4.854 -3.223
C 1.327 -0.598 1.504
C -2.821 -1.347 2.880
C -3.764 -0.423 2.441
C 0.056 -2.676 -0.227
C -3.445 0.519 1.489
C 3.746 -0.177 1.367
C 1.245 -4.715 0.233
C 0.075 -1.192 -0.501
C 2.420 0.137 0.972
C 1.245 -3.346 0.032
C -1.133 -4.760 -0.063
C 0.538 3.726 -2.221
C 4.553 1.432 -0.206
C -2.156 4.160 -2.388
C 0.058 -5.427 0.171
C 3.252 1.728 -0.530
C -1.137 -3.388 -0.253
C 4.805 0.451 0.783
C -1.189 -0.416 1.397
H 3.855 -0.957 2.104
H 5.821 0.198 1.046
H -0.800 -2.067 2.672
H -2.068 -2.870 -0.439
H 1.607 3.567 -2.121
H -3.082 -2.069 3.638
H 0.060 -6.499 0.309
H 3.040 2.477 -1.285
H 0.753 5.192 -3.745
H -4.762 -0.444 2.855
H -4.162 1.252 1.155
H -1.723 5.548 -3.951
H 0.991 -0.964 -1.078
H 2.176 -2.799 0.070
H -0.813 -0.924 -1.104
H -2.062 -5.309 -0.101
H 5.361 1.931 -0.714
H 2.174 -5.228 0.435
H -3.229 4.272 -2.398

Forces on atoms 1 to 3 (eV/Å):
2.274 0.673 0.341
1.124 0.724 -0.640
0.373 1.638 -1.305

Computed properties:
**Multiplicity**: 2
**LUMO level (spin up / spin down)**: -0.9822 / -0.7534 eV

***

# 4
ORCA calculation (ωB97M-V/def2-TZVPD) on C25H20BaN6O17P2S2 as an isolated structure.

Positions of all 73 atoms, in Å:
Ba 0.222 -0.398 0.487
S 0.068 -1.317 -5.462
S -1.732 1.864 10.499
P 1.620 2.956 1.270
P 0.815 2.604 -1.638
O 1.389 -2.160 -1.249
O -0.216 1.591 -1.358
O -1.255 -2.624 0.587
O -2.710 1.099 9.754
O -2.023 3.285 10.613
O -1.269 1.235 11.723
O 0.133 2.937 2.017
O 2.943 -2.574 -3.410
O 0.423 3.470 -2.941
O 1.916 1.527 0.742
O -0.003 -7.924 -3.098
O 2.273 2.083 -1.990
O 0.762 -2.812 1.502
O -0.912 2.231 1.300
O 2.585 -4.328 -4.597
O -0.175 4.520 -0.142
O -1.082 -7.832 -1.239
N -0.291 -7.359 -2.047
N 2.416 -3.660 -3.574
N -0.752 -0.943 -3.039
N -0.361 1.418 8.197
N 0.853 2.424 9.963
N 0.174 0.097 3.387
C 0.229 -6.047 -1.799
C 1.901 2.510 9.160
C 1.387 0.371 3.862
C -0.249 1.883 9.436
C -0.017 -0.440 -3.959
C 1.077 3.844 -0.365
C 1.053 -5.463 -2.733
C -0.985 -2.509 -4.778
C 0.290 -4.074 -0.445
C -0.160 -5.335 -0.642
C 1.618 0.807 5.154
C -1.310 -2.140 -3.464
C 2.168 4.838 -0.745
C -2.099 -2.984 -2.681
C 0.703 1.503 7.400
C -1.442 -3.700 -5.337
C -0.857 0.236 4.224
C -0.729 0.674 5.530
C -2.234 -4.517 -4.555
C 0.539 0.985 6.012
C 1.526 -4.175 -2.552
C -2.556 -4.161 -3.238
C 1.116 -3.371 -1.422
C -0.114 -3.163 0.682
C 1.888 2.069 7.848
H -0.825 -5.805 0.070
H 2.213 0.251 3.167
H 1.337 -6.013 -3.616
H 2.627 1.668 -1.168
H -1.157 -3.989 -6.340
H 3.130 4.337 -0.859
H -2.290 -2.739 -1.642
H -0.394 5.006 -0.947
H -0.188 2.955 -3.491
H -1.581 0.783 6.187
H -2.579 -5.463 -4.953
H 2.796 2.957 9.584
H 0.557 0.471 -3.839
H 2.255 5.571 0.058
H -3.145 -4.839 -2.633
H -1.834 -0.003 3.819
H -1.073 2.844 0.563
H 1.934 5.351 -1.682
H 2.755 2.175 7.213
H 2.632 1.005 5.472

Forces on atoms 1 to 3 (eV/Å):
-0.230 -0.053 -0.065
0.050 0.017 0.092
0.020 0.030 0.046

Computed properties:
**Multiplicity**: 1
**Net charge**: -2
**LUMO level**: 3.0104 eV

***

# 5
ORCA calculation (ωB97M-V/def2-TZVPD) on C25H20BeO2PS5Te as an isolated structure.

Positions of all 55 atoms, in Å:
Te -0.022 -0.616 1.900
S -4.586 -6.967 -0.952
S -1.681 -1.916 -1.712
S 0.424 -3.975 -0.255
S -3.663 -4.209 -1.598
S -1.850 -5.990 -0.298
P -0.268 1.561 -1.171
O 3.100 -0.338 -1.959
O 1.267 -1.033 -0.903
C -1.223 -4.403 -0.651
C -0.703 -1.340 3.789
C -0.176 5.348 0.368
C 0.531 -1.769 4.540
C -2.549 1.251 -4.526
C 1.798 -1.610 2.379
C -2.082 -3.560 -1.264
C 2.823 -2.581 5.906
C 1.558 1.324 -1.233
C -0.284 3.975 0.203
C -0.318 0.696 -5.210
C 1.617 -2.461 6.585
C -2.098 1.461 -3.236
C 1.740 -1.893 3.858
C -0.082 4.238 -2.169
C -1.657 0.864 -5.519
C 0.482 -2.063 5.901
C -3.417 -5.786 -0.968
C 2.877 -2.302 4.551
C 2.042 -0.117 -1.413
C -0.028 6.171 -0.738
C -0.227 3.400 -1.065
C -0.747 1.317 -2.917
C 0.137 0.928 -3.918
C 0.013 5.612 -2.009
Be 0.135 -2.038 -0.816
H 1.564 -2.677 7.645
H -2.808 1.727 -2.460
H 1.911 1.661 -0.251
H -0.460 -1.972 6.430
H -1.386 -2.175 3.636
H 0.056 7.243 -0.612
H -2.010 0.683 -6.526
H -0.413 3.338 1.072
H 1.189 0.792 -3.703
H 2.642 -0.976 2.117
H 1.843 -2.529 1.796
H 3.813 -2.400 4.014
H 0.381 0.373 -5.971
H 3.718 -2.891 6.431
H 0.123 6.248 -2.879
H 2.049 1.961 -1.972
H -3.601 1.368 -4.755
H -0.215 5.775 1.363
H -0.044 3.810 -3.164
H -1.233 -0.542 4.308

Forces on atoms 1 to 3 (eV/Å):
-0.130 0.245 -0.050
0.114 0.089 -0.045
-0.053 -0.051 0.021

Computed properties:
**Multiplicity**: 1
**Net charge**: -1
**LUMO level**: 2.1476 eV

***

# 6
ORCA calculation (ωB97M-V/def2-TZVPD) on C25H20Cl3F5GeI2NOP2PbSe as an isolated structure.

Positions of all 62 atoms, in Å:
Pb -8.357 -4.876 -17.604
I -14.795 -4.705 -21.569
I -9.782 -1.466 -21.370
Se -7.595 -5.350 -20.591
Ge -9.369 -3.289 -15.469
Cl -9.315 -1.443 -16.584
Cl -8.846 -2.848 -13.390
Cl -11.458 -3.782 -15.173
P -7.099 -6.500 -15.167
P -5.793 -3.826 -16.360
F -4.522 -10.413 -21.462
F -4.509 -5.797 -20.635
F -8.573 -8.331 -20.736
F -7.146 -10.528 -21.114
F -3.174 -8.125 -21.066
O -9.425 -3.333 -18.845
N -10.876 -5.397 -17.869
C -6.546 -9.350 -21.048
C -10.531 -3.626 -19.439
C -4.362 -3.913 -17.466
C -5.173 -9.300 -21.174
C -12.769 -6.827 -17.911
C -12.574 -5.035 -19.517
C -5.109 -6.382 -13.233
C -13.018 -4.277 -20.643
C -5.054 -4.614 -14.861
C -4.499 -8.088 -21.027
C -5.624 -5.750 -14.356
C -12.232 -3.287 -21.155
C -11.384 -4.702 -18.938
C -3.910 -4.106 -14.243
C -7.240 -8.198 -20.812
C -6.478 -8.184 -15.570
C -6.598 -6.946 -20.685
C -5.739 -2.045 -15.898
C -11.538 -6.387 -17.355
C -13.256 -6.165 -18.991
C -8.129 -6.895 -13.694
C -3.394 -4.723 -13.117
C -3.999 -5.866 -12.597
C -5.206 -6.914 -20.772
C -10.981 -3.004 -20.588
H -6.154 -1.409 -16.692
H -13.280 -7.631 -17.439
H -5.599 -7.247 -12.812
H -4.736 -1.720 -15.656
H -14.146 -6.496 -19.464
H -2.548 -4.288 -12.574
H -12.628 -2.741 -21.980
H -7.738 -7.811 -13.272
H -9.158 -7.111 -13.974
H -7.258 -8.851 -15.979
H -6.110 -8.693 -14.672
H -3.509 -3.405 -17.029
H -4.598 -3.339 -18.399
H -3.441 -3.180 -14.625
H -8.139 -6.112 -12.955
H -3.650 -6.306 -11.657
H -6.395 -1.931 -15.008
H -4.128 -4.971 -17.705
H -5.727 -8.097 -16.358
H -11.080 -6.893 -16.482

Forces on atoms 1 to 3 (eV/Å):
-0.237 -0.171 0.173
-0.670 -0.113 -0.324
-0.213 -0.267 0.042

Computed properties:
**Multiplicity**: 2
**LUMO level (spin up / spin down)**: -0.2320 / -2.9357 eV

***

# 7
ORCA calculation (ωB97M-V/def2-TZVPD) on an isolated ion of composition C25H20F2IO4 and charge +1.

Positions of all 52 atoms, in Å:
I 1.332 5.633 -0.051
F 4.228 1.148 -0.688
F -3.990 1.158 2.174
O -1.962 7.619 -2.082
O -0.225 8.075 -0.750
O -1.547 5.869 -3.571
O 0.717 5.639 -3.520
C 0.944 9.244 2.420
C 0.772 7.041 1.495
C 1.534 3.041 -2.244
C -3.401 5.660 -1.888
C 2.764 2.428 -2.043
C 1.436 8.258 1.556
C -0.803 7.704 3.152
C -0.934 7.232 -1.273
C 2.939 1.574 -0.957
C -3.075 2.824 -0.928
C 1.924 1.328 -0.038
C -3.825 2.090 -0.008
C 0.704 1.995 -0.248
C -1.535 3.498 0.852
C -2.614 6.555 -2.824
C -0.491 5.677 -1.326
C -2.371 2.914 1.802
C -3.390 2.076 1.328
C -0.323 6.722 2.278
C 0.505 2.933 -1.289
C -1.837 3.406 -0.514
C -0.189 8.955 3.205
C -0.737 3.816 -1.441
C -3.520 7.189 -3.880
C -0.350 5.736 -2.930
H 1.383 3.637 -3.129
H 3.565 2.693 -2.715
H -4.002 6.283 -1.198
H -1.065 3.822 -2.485
H -4.168 6.431 -4.353
H -0.107 1.728 0.447
H -4.085 4.987 -2.430
H -0.810 5.754 2.167
H -2.871 7.661 -4.643
H 2.286 8.446 0.897
H -2.186 3.031 2.869
H -2.735 5.053 -1.281
H 2.098 0.687 0.834
H 1.410 10.232 2.445
H -0.614 9.745 3.827
H -0.553 3.868 1.191
H -4.751 1.560 -0.289
H -4.111 7.967 -3.387
H -3.393 2.860 -1.993
H -1.691 7.480 3.760

Forces on atoms 1 to 3 (eV/Å):
-0.061 0.886 -0.012
-1.814 0.165 -0.423
0.603 1.612 -0.840

Computed properties:
**Multiplicity**: 1
**Net charge**: +1
**LUMO level**: -4.1758 eV

***

# 8
ORCA calculation (ωB97M-V/def2-TZVPD) on C25H20F6N2O5ReS3Sb as an isolated structure.

Positions of all 63 atoms, in Å:
Re -0.812 -1.350 -2.137
Sb 0.698 1.562 0.179
S -2.708 -0.691 -0.665
S -2.713 -0.816 -3.922
S 0.643 0.340 -1.897
F -4.521 -1.471 0.997
F -4.431 -2.799 -3.754
F -4.637 -2.399 -0.961
F -2.749 -3.173 -5.058
F -5.277 -0.347 -0.699
F -2.449 -3.141 -2.896
O -1.875 -1.829 -0.230
O 0.356 -2.894 -2.281
O -1.279 -0.831 -4.237
O -2.530 0.566 -0.030
O -3.604 -0.071 -4.711
N 0.883 -3.614 -1.231
N -2.722 -0.499 -2.311
C 2.588 2.463 0.120
C 2.897 3.347 1.152
C -1.472 3.454 -0.826
C 1.906 -0.277 2.229
C 4.738 2.821 -0.872
C 4.136 3.966 1.164
C -2.659 5.040 0.537
C 1.779 -5.668 -0.544
C -0.799 3.021 0.309
C 3.500 2.193 -0.893
C 0.770 -1.472 3.981
C -0.498 -0.093 2.471
C 0.680 0.237 1.807
C 1.617 -3.825 0.983
C 5.054 3.703 0.154
C -2.406 4.469 -0.705
C -1.982 4.598 1.666
C -3.155 -2.617 -3.951
C -4.434 -1.271 -0.302
C -1.045 3.581 1.557
C 1.223 -4.878 -1.522
C 1.946 -1.134 3.320
C -0.448 -0.953 3.559
C 1.977 -5.140 0.725
C 1.069 -3.063 -0.024
H 6.019 4.191 0.164
H 2.051 -6.686 -0.784
H -0.528 3.233 2.446
H 5.452 2.624 -1.660
H 0.806 -2.126 4.843
H 3.261 1.514 -1.701
H 4.384 4.656 1.959
H -1.358 -1.205 4.088
H -3.388 5.834 0.625
H -2.182 5.043 2.632
H 2.898 -1.514 3.670
H 2.411 -5.750 1.506
H 0.772 -2.031 0.092
H 1.028 -5.187 -2.538
H -1.274 3.012 -1.796
H 2.183 3.568 1.940
H -2.935 4.820 -1.581
H 2.829 0.010 1.734
H -1.446 0.322 2.155
H 1.757 -3.373 1.955

Forces on atoms 1 to 3 (eV/Å):
0.360 0.991 -0.018
0.027 -0.022 0.183
-0.924 0.349 -0.213

Computed properties:
**Multiplicity**: 1
**Net charge**: +2
**LUMO level (spin up / spin down)**: -7.0925 / -7.0909 eV

***

Computed energy, in the same sequence as the records: -2750.26446, -4091.58750, -1428.43443, -4077.11659, -3730.45686, -8923.96118, -1762.63604, -3561.92685 Eh.
Computed maximum force, in the same sequence as the records: 2.66, 0.69, 4.85, 0.72, 0.36, 2.31, 2.94, 1.75 eV/Å.